C6H15NO2 | the ωB97M-V functional and the def2-TZVPD basis

Each atom is followed by the atoms it is bonded to, with distances in Å.
Positions of all 24 atoms, in Å:
1 C 0.09 0.35 -1.62  C3 1.742, N4 1.423, O6 1.340, H8 1.099
2 C 0.22 -1.92 -0.32  C3 1.528, H11 1.090, H12 1.089, H13 1.089
3 C -0.63 -0.65 -0.40  C1 1.742, C2 1.528, C5 1.432, O18 1.434
4 N -0.75 1.50 -1.71  C1 1.423, H9 1.012, H10 1.011
5 C -2.01 -0.81 -0.77  C3 1.432, H14 1.077, H15 1.080
6 O 1.39 0.57 -1.34  C1 1.340, H7 1.167
7 H 1.60 1.00 -0.27  O6 1.167
8 H 0.00 -0.25 -2.54  C1 1.099
9 H -0.83 1.98 -0.83  N4 1.012
10 H -0.59 2.06 -2.54  N4 1.011
11 H -0.16 -2.61 0.43  C2 1.090
12 H 1.25 -1.66 -0.11  C2 1.089
13 H 0.17 -2.44 -1.28  C2 1.089
14 H -2.32 -0.87 -1.80  C5 1.077
15 H -2.79 -0.70 -0.03  C5 1.080
16 C 1.98 1.54 1.11  H20 1.082, H21 1.083, H22 1.085
17 C -0.57 -0.44 2.04  O18 1.416, H19 1.093, H23 1.096, H24 1.088
18 O -0.55 0.18 0.77  C3 1.434, C17 1.416
19 H 0.31 -1.07 2.21  C17 1.093
20 H 1.18 2.16 1.49  C16 1.082
21 H 2.19 0.69 1.74  C16 1.083
22 H 2.86 2.10 0.80  C16 1.085
23 H -1.47 -1.05 2.17  C17 1.096
24 H -0.55 0.36 2.77  C17 1.088

The total energy is -12044.986 eV. Its LUMO energy (alpha / beta) is 0.52 / -1.37 eV.

Löwdin atomic charge list, values in e, 2 entries: -0.45 -0.03